<1>
Molecular formula: C21H28N4O3
Method: DFT, ωB97M-V/def2-TZVPD

## Properties
- SMILES string: COCCC(=O)N1CCC(n2nccc2NC(=O)CCc2ccccc2)CC1
- Gap between HOMO and LUMO: 9.39 eV
- Total charge: 0

```
56
Properties=species:S:1:pos:R:3:mulliken_charge:R:1
C 4.954 4.229 1.517 -0.81
O 4.829 2.837 1.394 -0.21
C 5.913 2.247 0.709 -0.54
C 5.660 0.751 0.522 -0.84
C 4.652 0.494 -0.593 0.83
O 5.044 0.332 -1.735 -0.69
N 3.339 0.472 -0.284 0.11
C 2.734 0.651 1.012 -0.67
C 2.133 -0.669 1.498 -0.95
C 1.103 -1.168 0.481 0.00
N 0.604 -2.460 0.891 1.23
N 1.469 -3.431 1.177 -1.31
C 0.757 -4.477 1.541 -0.38
C -0.611 -4.194 1.489 -0.87
C -0.669 -2.882 1.056 0.51
N -1.805 -2.087 0.859 -0.14
C -2.126 -1.436 -0.303 0.53
O -1.369 -1.334 -1.238 -0.59
C -3.526 -0.847 -0.271 -0.63
C -3.764 0.093 -1.457 -1.03
C -5.192 0.556 -1.477 0.43
C -6.165 -0.189 -2.130 -0.29
C -7.489 0.213 -2.118 -0.57
C -7.857 1.368 -1.448 -0.42
C -6.895 2.117 -0.794 -0.57
C -5.572 1.712 -0.808 -0.34
C 1.746 -1.268 -0.905 -0.64
C 2.381 0.065 -1.293 -1.16
H 4.992 4.713 0.533 0.33
H 4.077 4.575 2.059 0.24
H 5.859 4.500 2.075 0.29
H 6.839 2.400 1.287 0.42
H 6.044 2.722 -0.275 0.42
H 6.594 0.294 0.193 0.39
H 5.362 0.303 1.468 0.28
H 1.934 1.395 0.908 0.23
H 3.454 1.046 1.722 0.52
H 2.913 -1.426 1.593 0.33
H 1.665 -0.529 2.474 0.37
H 0.254 -0.479 0.443 -0.01
H 1.240 -5.391 1.824 0.47
H -1.432 -4.839 1.725 0.41
H -2.554 -2.262 1.513 0.33
H -3.678 -0.314 0.671 0.39
H -4.243 -1.672 -0.309 0.31
H -3.521 -0.442 -2.377 0.40
H -3.087 0.945 -1.377 0.39
H -5.881 -1.089 -2.658 0.39
H -8.234 -0.374 -2.633 0.37
H -8.890 1.683 -1.439 0.37
H -7.176 3.020 -0.272 0.37
H -4.823 2.303 -0.298 0.37
H 0.984 -1.539 -1.636 0.38
H 2.509 -2.048 -0.877 0.35
H 1.607 0.835 -1.386 0.37
H 2.912 -0.025 -2.241 0.52
```

---

<2>
Molecular formula: C21H28N4O3
Method: DFT, ωB97M-V/def2-TZVPD

## Properties
- SMILES string: COc1ccc(CCN2C[C@@H](C(=O)NCc3c(C)n[nH]c3C)CCC2=O)cc1
- Gap between HOMO and LUMO: 9.12 eV
- Total charge: 0

```
56
Properties=species:S:1:pos:R:3:mulliken_charge:R:1
C -0.890 -4.966 2.613 -0.80
O -0.767 -5.042 1.213 -0.49
C -0.256 -3.970 0.547 0.87
C 0.157 -2.783 1.139 -0.59
C 0.656 -1.756 0.354 0.51
C 0.753 -1.880 -1.024 -0.89
C 1.278 -0.759 -1.877 -0.41
C 0.240 -0.197 -2.862 -1.32
N -0.754 0.661 -2.241 0.11
C -1.850 -0.022 -1.577 -0.40
C -2.720 0.896 -0.726 0.33
C -2.110 1.347 0.607 0.20
O -2.811 1.576 1.572 -0.73
N -0.775 1.497 0.619 0.81
C -0.059 2.051 1.758 -1.45
C 1.394 1.751 1.636 1.47
C 2.164 0.835 2.391 0.57
C 1.724 0.011 3.548 -1.37
N 3.409 0.810 1.951 -1.06
N 3.461 1.678 0.938 0.36
C 2.274 2.280 0.705 -0.19
C 2.088 3.308 -0.350 -1.30
C -3.082 2.125 -1.564 -1.20
C -1.818 2.868 -1.968 -0.54
C -0.699 1.991 -2.495 0.83
O 0.253 2.486 -3.077 -0.70
C 0.354 -3.081 -1.606 -0.30
C -0.147 -4.109 -0.838 -0.90
H 0.083 -4.829 3.095 0.32
H -1.314 -5.920 2.923 0.24
H -1.563 -4.157 2.914 0.33
H 0.102 -2.644 2.206 0.34
H 0.980 -0.845 0.832 0.38
H 1.652 0.049 -1.246 -0.26
H 2.117 -1.130 -2.470 0.61
H 0.754 0.416 -3.606 0.50
H -0.276 -1.019 -3.367 0.57
H -2.483 -0.495 -2.342 0.54
H -1.426 -0.820 -0.961 -0.12
H -3.636 0.359 -0.464 0.49
H -0.234 1.321 -0.211 -0.72
H -0.480 1.622 2.670 0.47
H -0.222 3.138 1.795 0.43
H 0.736 -0.409 3.370 0.27
H 1.676 0.625 4.447 0.35
H 2.439 -0.791 3.712 0.36
H 4.330 1.828 0.451 0.20
H 1.344 4.036 -0.032 0.28
H 1.748 2.874 -1.292 0.15
H 3.025 3.826 -0.541 0.47
H -3.738 2.787 -0.996 0.42
H -3.622 1.796 -2.455 0.40
H -1.414 3.420 -1.115 0.14
H -2.030 3.608 -2.743 0.49
H 0.442 -3.214 -2.675 0.47
H -0.457 -5.040 -1.285 0.44
```

---

Relative stability in eV, measured from the most stable structure: <1> 0.735; <2> 0.000